1.
Below is C21H66F6N19O23S2Zn as an isolated structure, with properties calculated with the ωB97M-V functional and the def2-TZVPD basis.

```
138
Properties=species:S:1:pos:R:3:forces:R:3
Zn -4.0935 -3.3562 12.5125 1.1 -2.4 0.0
C -5.0011 -0.6745 9.7769 2.6 0.0 -2.1
F -5.8409 -0.1066 10.5853 0.2 -0.2 0.4
F -5.0419 -0.0773 8.5960 -0.7 -0.8 0.2
F -3.6751 -0.5126 10.1777 -2.0 -0.3 0.5
S -5.3384 -2.5918 9.5596 -2.2 -0.4 0.2
O -6.6175 -2.8155 10.2234 1.8 0.6 -0.2
O -5.2816 -2.9972 8.1597 0.0 0.7 2.5
N -4.0766 -3.2533 10.6049 -3.9 2.4 -2.4
S -2.9174 -3.4315 9.6050 6.1 -4.4 -2.5
O -2.8244 -2.5354 8.4649 0.3 -0.1 1.8
O -1.6888 -3.8013 10.3685 -2.1 1.5 -1.0
C -3.2996 -5.2218 8.7485 0.8 2.3 0.4
F -2.1662 -5.9101 8.9033 -0.7 -0.8 1.1
F -4.4056 -5.7230 9.3066 1.0 -0.4 -0.3
F -3.4056 -5.0967 7.4559 -1.0 0.3 -0.5
C -2.0573 2.7962 11.6924 0.4 0.5 0.8
O -2.8530 2.7988 12.6132 -0.8 0.4 1.4
N -2.1469 2.0057 10.6872 -1.8 -4.2 -4.2
N -0.9658 3.5212 11.5495 2.6 2.4 1.4
H -1.4503 1.8775 9.9671 -0.1 0.3 0.3
H -3.0045 1.5145 10.4785 0.1 0.3 0.1
H -0.4199 3.4843 10.7006 -0.2 0.0 0.4
H -0.4986 3.8468 12.3836 -0.1 0.3 -0.2
C -8.7106 -4.1194 6.8929 -6.1 -1.4 -4.1
O -9.7712 -4.1810 6.2326 0.8 0.5 1.2
N -8.5986 -4.1655 8.1692 -0.6 0.5 5.6
N -7.5744 -4.1829 6.3505 6.0 0.1 -3.8
H -9.4753 -4.1016 8.6665 0.4 0.4 0.3
H -7.7733 -3.6544 8.4483 -0.5 -0.2 1.1
H -7.4993 -4.3842 5.3637 0.0 0.1 0.2
H -6.7485 -4.3120 6.9173 -0.1 -0.1 -0.5
C -8.6796 -0.6510 12.9144 -3.9 1.2 4.7
O -8.6085 -0.9015 14.0747 0.6 -1.2 3.5
N -7.8586 -0.9736 12.0577 6.4 -2.7 -6.1
N -9.7002 -0.0121 12.4309 -3.8 2.5 -1.3
H -7.9555 -0.5448 11.1484 0.7 -0.6 0.1
H -7.0356 -1.4630 12.3791 -0.2 0.4 -0.5
H -9.8491 0.0782 11.4360 -0.4 0.2 0.5
H -10.3781 0.2847 13.1181 -0.1 0.0 -0.5
C -1.9881 -5.7981 13.0140 1.8 -0.2 2.8
O -2.7955 -4.9855 12.6849 -3.6 3.2 -2.0
N -1.1790 -6.4752 12.2846 1.5 -1.4 -5.5
N -1.6950 -5.9875 14.2608 0.5 -0.7 4.7
H -0.4131 -7.0841 12.5354 -0.5 0.3 0.3
H -1.2048 -6.1761 11.3203 0.2 -0.4 -0.3
H -0.9418 -6.6319 14.4545 -0.3 0.3 0.6
H -2.0939 -5.4460 15.0143 0.0 -0.3 -0.2
C -0.4260 -7.4625 5.4254 -2.9 -0.4 -5.0
O -1.3686 -7.9418 4.7031 2.9 0.5 2.1
N 0.5982 -6.7977 4.9526 2.3 1.1 -2.4
N -0.3923 -7.3923 6.6959 -1.6 -1.2 5.2
H 0.7477 -6.7234 3.9565 -0.1 0.1 0.3
H 1.0523 -6.1700 5.6006 0.4 0.1 -0.5
H 0.3893 -6.9507 7.1587 -0.4 -0.1 0.3
H -1.1974 -7.7743 7.1713 0.4 0.1 0.3
C 1.3959 -4.0950 8.2074 1.2 -3.1 -3.2
O 1.3907 -4.9711 7.3506 0.7 -1.9 -0.5
N 2.2934 -3.9008 9.1193 2.1 -0.3 2.6
N 0.5367 -3.1777 8.1289 -4.7 4.8 0.3
H 2.0675 -3.1249 9.7252 1.3 -0.4 0.3
H 3.1207 -4.4797 9.0982 -0.1 0.4 0.6
H 0.4893 -2.5201 8.8940 -0.6 0.2 -0.7
H -0.1050 -3.1481 7.3495 0.0 -0.1 0.5
C -6.6631 -5.4297 12.3670 -3.2 -1.1 0.4
O -5.5016 -5.1010 12.3777 3.9 1.9 0.6
N -7.6685 -4.6136 12.1188 -1.2 1.3 -0.2
N -7.0677 -6.6830 12.6402 0.7 -0.7 0.0
H -8.5831 -4.9860 11.9068 0.2 0.3 0.2
H -7.5369 -3.6123 12.1073 -0.2 -0.3 -0.3
H -6.3421 -7.3646 12.8102 -0.4 -0.1 0.0
H -8.0372 -6.8727 12.8505 0.4 -0.2 -0.1
C -5.5897 1.4684 14.2832 -1.9 -4.0 3.4
O -6.2223 0.7401 15.0554 -0.7 0.1 -0.5
N -5.2813 2.6592 14.6053 0.7 5.7 1.0
N -5.0662 0.9566 13.1918 1.3 -1.4 -3.1
H -4.6063 3.2371 14.1252 -0.2 -0.2 -0.3
H -5.9342 3.1295 15.2157 0.4 -0.1 0.2
H -4.1581 1.3427 12.9765 0.3 0.1 -0.6
H -5.1505 -0.0466 13.2725 0.2 0.1 -0.3
C -4.5540 -6.9914 3.9186 -4.2 1.2 -3.3
O -5.6188 -6.9910 3.2742 -0.8 1.4 1.0
N -3.9498 -6.0127 4.5130 0.9 4.6 2.5
N -3.8228 -7.9962 3.8661 3.9 -7.5 -0.3
H -4.3461 -5.0837 4.5073 0.0 -0.2 0.0
H -3.1104 -6.1624 5.0544 -0.2 -0.1 -0.3
H -4.1644 -8.8569 3.4629 -0.1 0.5 -0.1
H -2.8412 -7.9778 4.1031 -0.3 -0.1 0.1
C -1.7982 0.4184 6.8606 0.8 -0.1 1.2
C -1.4196 1.9427 6.9647 0.6 -2.7 -1.5
O -2.0622 2.5798 5.8727 0.5 0.4 0.6
O -1.0897 -0.2983 5.7925 -1.0 1.5 0.3
H -2.8856 0.3441 6.8582 -0.1 -0.2 -0.6
H -1.4479 -0.1707 7.7082 -0.2 0.6 0.9
H -0.3470 1.8960 6.7763 0.3 0.6 0.2
H -1.6276 2.4229 7.9208 -0.5 -0.1 -0.3
H -1.5832 2.3039 5.0878 -0.1 0.1 -0.3
H -1.3365 -1.2108 5.9600 0.0 -0.2 -0.4
C -1.1517 -1.2974 14.4360 0.6 0.5 -1.2
C -2.0347 -0.8724 13.1901 1.6 -0.3 1.3
O -2.3114 -2.0544 12.4410 -1.7 -0.1 0.7
O 0.1154 -1.8592 13.9923 -1.2 0.2 -0.3
H -1.7072 -2.0598 14.9821 -0.2 0.0 0.1
H -0.8765 -0.4729 15.0938 -0.6 0.3 0.0
H -1.5658 -0.2045 12.4676 0.3 0.3 0.5
H -2.9485 -0.3993 13.5496 0.0 -0.3 -0.1
H -1.4844 -2.4025 12.0997 0.2 -0.6 -0.3
H 0.5049 -2.2628 14.7714 0.2 -0.1 0.0
C -6.0409 4.1892 11.4187 -0.2 -0.5 -1.2
C -6.3416 5.3270 10.4150 -0.8 -1.9 0.3
O -7.7703 5.1733 10.0791 1.3 1.9 0.3
O -6.2638 2.9322 10.6617 0.2 0.8 0.5
H -6.7711 4.2228 12.2272 0.0 0.2 0.0
H -5.0443 4.0926 11.8496 0.2 0.6 -0.2
H -5.6958 5.2973 9.5375 -0.2 -0.7 -0.3
H -6.0523 6.3018 10.8077 -1.1 0.1 0.5
H -8.0646 4.2762 9.9052 0.9 -0.3 0.1
H -6.3420 2.2592 11.3418 0.0 -0.3 0.1
C -5.2433 3.8588 6.7720 -0.1 0.8 -0.9
C -5.2422 2.5878 7.5070 2.0 -1.4 1.6
O -4.1695 2.5396 8.5486 -1.0 0.0 -0.5
O -4.3725 3.8529 5.6791 -0.6 0.3 -1.1
H -4.9986 4.7733 7.3124 -0.4 -0.2 0.9
H -6.2723 3.9440 6.4227 0.0 0.4 -0.5
H -4.8812 1.7769 6.8745 -0.4 0.2 -0.6
H -6.2250 2.2878 7.8707 0.1 0.2 0.6
H -4.6208 2.6740 9.3851 -0.3 0.3 0.4
H -3.5185 3.4638 5.8815 0.2 -0.1 0.3
C -5.9204 -1.2119 5.1291 -1.8 0.9 2.1
C -4.8155 -2.1396 4.9263 1.8 0.2 -0.4
O -5.0907 -3.4118 4.3867 -0.9 0.5 0.2
O -6.6338 -0.7078 4.0616 -0.4 0.1 -2.0
H -5.6109 -0.3065 5.6512 1.0 -0.2 0.6
H -6.6705 -1.6756 5.7698 0.1 -0.5 0.6
H -4.4027 -2.2562 5.9283 0.3 -0.2 0.0
H -4.0684 -1.6621 4.2921 0.3 0.1 0.0
H -5.8619 -3.2694 3.8331 -0.1 -0.5 -0.5
H -7.2478 -0.1090 4.4929 -0.3 0.1 -0.6
```
Forces are in eV/Å.

LUMO = -5.5 eV
Orbital gap = 3.80 eV
Total charge = +1
Electronic energy = -6785.3012 a.u.

Results of the Löwdin charge analysis, in e, for atoms 1 through 99: 0.9591, -0.5732, 0.1688, 0.1580, 0.0658, 0.7764, -0.3123, -0.2623, -0.3704, 0.6219, -0.2944, -0.3285, -0.6021, 0.1258, 0.1531, 0.1734, -0.7438, 0.0231, 0.1873, 0.1842, 0.1084, 0.0840, 0.1174, 0.1247, -0.8019, 0.0143, 0.1694, 0.1865, 0.1237, 0.0596, 0.1356, 0.0960, -0.8846, 0.0759, 0.1724, 0.1805, 0.1166, 0.0964, 0.1145, 0.1311, -0.7425, 0.0143, 0.2225, 0.1963, 0.1436, 0.1127, 0.1268, 0.1326, -0.6848, -0.0357, 0.1777, 0.1786, 0.1280, 0.0725, 0.0926, 0.1239, -0.7927, 0.0149, 0.1927, 0.1888, 0.1155, 0.1353, 0.1127, 0.1317, -0.6770, 0.0096, 0.2040, 0.1947, 0.1336, 0.0784, 0.1263, 0.1253, -0.7731, 0.0295, 0.2038, 0.1554, 0.0947, 0.1382, 0.0544, 0.0842, -0.8136, -0.0172, 0.1775, 0.1622, 0.0602, 0.0900, 0.1308, 0.0292, -0.1986, -0.1894, -0.0580, -0.0672, 0.1004, 0.0921, 0.1195, 0.0935, 0.1165, 0.0611, -0.1645

2.
Below is a 12-piece molecular cluster, C21H66O12 overall, with properties calculated with the ωB97M-V functional and the def2-TZVPD basis.

```
99
Properties=species:S:1:pos:R:3:forces:R:3
C 10.0980 8.4966 5.6502 0.1 0.2 -0.5
C 8.6210 8.9266 5.6574 1.5 0.5 0.9
C 7.8981 8.3031 6.8310 0.1 0.7 -0.3
O 8.6342 10.3664 5.8279 0.5 -0.3 -0.6
H 10.6854 8.8126 4.7659 -0.7 -0.2 0.1
H 10.1767 7.3953 5.7281 0.1 0.6 0.2
H 10.5931 9.0432 6.4511 0.0 -0.5 0.5
H 8.1874 8.6392 4.7218 -0.6 0.1 -0.7
H 8.3869 8.6656 7.7631 -0.6 -0.4 -0.5
H 8.0186 7.2410 6.7198 -0.2 -0.6 0.3
H 6.8297 8.5665 6.7447 0.3 -0.2 0.5
H 7.7588 10.6693 6.0483 -0.6 0.1 0.1
C 8.3605 11.3022 12.7504 1.0 -0.6 0.8
C 8.8590 11.1855 11.3033 0.6 2.0 1.0
C 8.4122 9.9866 10.5822 -1.7 -1.5 -0.7
O 8.4661 12.4037 10.6765 -0.5 0.0 0.1
H 8.5928 10.3364 13.2114 -0.5 -0.1 0.2
H 7.3262 11.5964 12.9609 0.0 -0.3 -0.7
H 8.9637 11.9865 13.3650 0.0 0.2 -0.6
H 9.9621 11.1208 11.3241 -0.1 0.2 0.2
H 8.6298 9.0425 11.1196 0.4 0.5 -0.4
H 8.7909 10.0029 9.5608 0.4 -0.3 0.1
H 7.3180 9.9562 10.4508 0.1 0.3 0.2
H 8.9871 12.6841 9.9095 0.4 -0.4 0.0
C 18.1103 14.7224 8.6693 0.4 -1.4 0.4
C 18.5317 15.9235 9.4471 -0.6 1.5 -1.1
C 18.9715 15.5852 10.8075 -0.3 -1.6 1.8
O 19.5894 16.4981 8.6506 -0.6 -0.4 -0.2
H 17.4115 14.0589 9.2510 0.8 0.5 -0.6
H 19.0813 14.2030 8.4022 -1.3 0.2 0.3
H 17.6249 15.0244 7.7657 -0.3 0.0 -0.7
H 17.6606 16.6420 9.5546 0.9 -0.4 -0.4
H 18.0319 15.6156 11.4335 1.1 -0.3 -0.2
H 19.6584 16.3372 11.2124 0.0 -0.3 0.1
H 19.4005 14.5148 10.8228 -0.3 1.8 0.3
H 20.0935 17.1116 9.1710 0.2 0.5 0.4
C 13.2187 17.7486 7.8451 -0.1 1.2 0.8
C 14.4291 17.2539 8.6583 -1.5 -1.0 -0.2
C 14.7458 18.2847 9.6845 0.9 0.5 0.4
O 14.2027 15.9325 9.2716 -1.3 0.9 0.1
H 12.4182 18.0803 8.5586 0.7 0.0 -0.6
H 12.7521 16.9798 7.2649 0.1 -0.5 -0.7
H 13.5510 18.6199 7.1920 -0.6 -1.1 0.8
H 15.2005 17.0314 7.9601 1.1 0.2 -0.4
H 15.6579 18.0779 10.2259 0.4 -0.3 0.2
H 13.9566 18.3781 10.4279 -0.3 0.1 -0.2
H 14.9307 19.2475 9.2045 -0.3 0.1 0.0
H 13.2753 15.9609 9.6134 0.9 -0.1 -0.2
C 14.4351 11.1071 8.1215 -0.6 0.3 0.3
C 13.8543 12.4913 8.5385 2.1 -1.1 0.7
C 12.5288 12.3572 9.2390 1.0 -1.3 -0.7
O 14.9031 13.0067 9.4463 -0.8 -0.9 -0.6
H 15.5068 11.1026 7.8270 -0.9 0.4 -0.1
H 13.7613 10.6890 7.3657 0.4 0.0 -0.2
H 14.3559 10.4290 8.9748 0.0 0.1 0.1
H 13.8054 13.1216 7.6852 0.0 0.8 -0.8
H 12.7390 11.5688 9.9355 -0.6 -0.6 0.7
H 11.7581 12.0733 8.5312 -0.1 -0.1 0.0
H 12.2491 13.1982 9.7921 -0.5 1.6 0.6
H 14.7035 13.9195 9.6185 -0.1 1.1 0.1
C 11.5763 12.4754 5.0625 0.5 0.6 -0.4
O 10.7475 12.3483 6.1948 0.8 1.1 1.0
H 12.1552 13.4482 5.0863 -0.8 -1.0 0.2
H 12.3090 11.6541 5.0239 -0.2 0.2 -0.1
H 10.9634 12.4774 4.1552 0.2 0.0 0.0
H 9.9910 11.8023 6.0474 -0.7 -1.1 -0.7
C 13.7083 15.7945 12.6587 -0.7 -0.6 0.2
O 12.4633 15.1637 12.2477 0.6 1.1 0.3
H 14.3652 14.9896 12.9857 0.0 0.2 0.6
H 14.1833 16.1460 11.7662 0.2 0.9 -0.4
H 13.5341 16.5735 13.4391 0.2 -0.6 -0.7
H 12.5803 14.2524 12.5086 -0.2 -0.9 0.1
C 13.5256 11.5993 13.7727 -1.6 0.5 1.0
O 13.6194 12.6761 12.8747 0.5 0.3 -0.7
H 13.4688 11.9684 14.8161 0.6 -0.1 -0.5
H 12.5552 11.1298 13.6489 -0.3 -0.4 -0.2
H 14.2792 10.8651 13.6197 0.8 -0.4 0.0
H 14.2799 12.4346 12.1897 -0.2 0.0 0.5
C 10.1165 16.4026 10.0068 -1.5 1.3 0.6
O 11.1308 17.0752 10.7476 0.5 -1.2 0.2
H 10.0694 16.8280 8.9906 -0.1 -0.1 0.4
H 10.1806 15.3446 9.9308 0.9 -1.0 -0.1
H 9.1194 16.5143 10.5260 0.7 0.4 -0.6
H 11.5402 16.3960 11.3492 -0.5 0.7 -0.5
C 8.3818 14.2170 8.0366 0.0 -2.0 -1.8
O 9.6005 13.5842 8.4506 -0.8 1.0 0.9
H 8.1343 13.9718 6.9300 0.5 0.6 1.7
H 7.5969 13.8144 8.6403 -0.7 -0.3 0.3
H 8.3958 15.2529 8.2223 0.4 1.4 -0.1
H 9.9507 13.0847 7.7348 0.8 -0.5 -1.2
C 18.3180 6.8167 5.5252 0.0 0.0 -0.2
O 17.9213 5.6355 6.2625 -1.6 -0.8 -2.4
H 18.1182 7.6167 6.2380 0.3 0.4 -0.4
H 19.4282 6.7739 5.2968 -1.4 0.1 0.0
H 17.6821 7.0071 4.5846 1.1 -0.4 1.3
H 17.2254 5.1928 5.6728 1.6 0.7 1.6
O 15.9922 11.7330 11.6270 -0.2 1.2 -0.7
H 15.6476 12.0830 10.7464 0.5 -0.4 0.9
H 16.4788 12.5017 11.9947 -0.3 -0.8 -0.3
```
Forces are in eV/Å.

LUMO = 0.4 eV
Orbital gap = 9.99 eV
Electronic energy = -1742.4319 a.u.

In the Löwdin picture, each atom carries the following charge in e: -0.0510, -0.4606, -0.0495, -0.0733, 0.0821, 0.0887, 0.0759, 0.1248, 0.0830, 0.0738, 0.0914, 0.0858, -0.0542, -0.5113, -0.0791, -0.0611, 0.0707, 0.0823, 0.0742, 0.1347, 0.0938, 0.0593, 0.0911, 0.0336, -0.0646, -0.5473, -0.0786, -0.0493, 0.0873, 0.1106, 0.0666, 0.1353, 0.0941, 0.0784, 0.1138, 0.0675, -0.0541, -0.4505, -0.0674, -0.0898, 0.0816, 0.0609, 0.1053, 0.1200, 0.0635, 0.0853, 0.0882, 0.0847, -0.0374, -0.3989, -0.0269, -0.0977, 0.0921, 0.0704, 0.0749, 0.1200, 0.0776, 0.0678, 0.0598, 0.0442, -0.1328, -0.1472, 0.1002, 0.0753, 0.0821, 0.0276, -0.0963, -0.1470, 0.0690, 0.0410, 0.1014, 0.0350, -0.1369, -0.1590, 0.0909, 0.0684, 0.0686, 0.0477, -0.1678, -0.1503, 0.0774, 0.0395, 0.0960, 0.0413, -0.1022, -0.1510, 0.1192, 0.0657, 0.0463, 0.0087, -0.1716, -0.1740, 0.0609, 0.0861, 0.0954, 0.1031, -0.0909, 0.0272, 0.0605

Q: Among the records above, which one has the highest electronic energy?
A: C21H66O12